Entry 1:
C2HN3O3 in the gas phase. Source: OMol25; level of theory: ωB97M-V with the def2-TZVPD basis set.

```
9
Properties=species:S:1:pos:R:3
O -1.70480 1.68827 -0.48272
C -0.84516 0.90667 0.08196
N 0.36364 1.37334 0.73396
N 1.36252 0.72719 0.21188
N 1.31876 -0.50608 -0.37540
O 0.17493 -1.20746 -0.05746
C -1.06015 -0.52496 -0.00194
O -1.95794 -1.36308 0.38931
H 2.34819 -1.09389 -0.49959
```

## Properties
HOMO level: -10.5 eV
energy above the lowest of the compared OMol25 structures with the same formula, charge and spin: 7.5027 eV
frontier orbital gap: 8.9 eV
multiplicity: 1
energy: -12696.619 eV
structure (SMILES): O=c1nn[nH]oc1=O

---

Entry 2:
A 2-piece molecular cluster, C2HN4 overall. Source: OMol25; level of theory: ωB97M-V with the def2-TZVPD basis set.

```
7
Properties=species:S:1:pos:R:3
C 1.05166 0.21409 -1.33229
C 0.06248 0.93230 -0.79942
N 1.77957 -0.57930 -1.76830
N -0.80115 1.55237 -0.28998
N -0.55766 -2.57829 2.31268
N -0.30639 -1.80423 1.58656
H -1.22850 2.26306 0.29075
```

## Properties
charge: +1
HOMO level: -18.2 eV
energy above the lowest of the compared OMol25 structures with the same formula, charge and spin: 0.3270 eV
frontier orbital gap: 10.4 eV
multiplicity: 1
energy: -8040.440 eV

---

Entry 3:
C2HN4S as an isolated structure. Source: OMol25; level of theory: ωB97M-V with the def2-TZVPD basis set.

```
8
Properties=species:S:1:pos:R:3
C 0.48715 -0.28975 0.20414
C 0.99563 -0.22642 -1.04553
N 3.60254 -1.61397 -2.65410
N 1.10176 0.83817 0.68745
N 1.92125 1.58818 0.08484
N 3.74966 -0.77180 -3.33667
S 2.12856 1.07462 -1.41010
H -0.15857 -1.05183 0.82709
```

## Properties
charge: +1
HOMO level (spin up / spin down): -16.7 / -17.0 eV
frontier orbital gap (spin up / spin down): 10.3 / 7.7 eV
multiplicity: 3
energy: -18872.217 eV
⟨S²⟩: 2.022

---

Entry 4:
C2HNO in the gas phase. Source: OMol25; level of theory: ωB97M-V with the def2-TZVPD basis set.

```
5
Properties=species:S:1:pos:R:3
N 2.03214 -0.00743 0.09737
C 0.87645 0.00394 0.04130
C -0.59672 0.02302 -0.03252
O -1.23627 -0.97822 -0.21184
H -1.05220 1.01694 0.08915
```

## Properties
HOMO level: -11.7 eV
energy above the lowest of the compared OMol25 structures with the same formula, charge and spin: 0.2583 eV
frontier orbital gap: 10.9 eV
multiplicity: 1
energy: -5626.322 eV
structure (SMILES): N#CC=O

---

Entry 5:
A 2-piece molecular cluster, C2HNO3 overall. Source: OMol25; level of theory: ωB97M-V with the def2-TZVPD basis set.

```
7
Properties=species:S:1:pos:R:3
C 1.84136 -0.17226 3.09965
C 1.67969 1.74116 1.36360
N 2.30149 0.81686 2.52208
O 0.60014 2.17628 1.73246
O 1.58264 -1.17634 3.67047
O 2.38804 1.83041 0.39829
H -10.39337 -5.21611 -12.78655
```

## Properties
charge: -2
HOMO level: 1.4 eV
energy above the lowest of the compared OMol25 structures with the same formula, charge and spin: 0.1374 eV
frontier orbital gap: 3.4 eV
multiplicity: 1
energy: -9721.505 eV

---

Entry 6:
An isolated ion of composition C2HNO3 and charge -2. Source: OMol25; level of theory: ωB97M-V with the def2-TZVPD basis set.

```
7
Properties=species:S:1:pos:R:3
O 3.33824 -0.00795 1.10018
C 2.66733 0.05489 0.04460
O 3.09114 -0.11908 -1.11304
N 1.21614 0.32409 0.14849
C 0.21497 -0.43826 -0.12689
O 0.18351 -1.72050 -0.05079
H -0.76074 0.08643 0.00104
```

## Properties
charge: -2
HOMO level: 1.4 eV
energy above the lowest of the compared OMol25 structures with the same formula, charge and spin: 0.8718 eV
frontier orbital gap: 6.3 eV
multiplicity: 1
energy: -9720.770 eV
structure (SMILES): O=C([O-])/N=C\[O-]

---

Entry 7:
C2HNO4 as an isolated structure. Source: OMol25; level of theory: ωB97M-V with the def2-TZVPD basis set.

```
8
Properties=species:S:1:pos:R:3
C 1.30416 -0.17168 0.51348
C -0.31122 0.82594 0.05319
N -1.11513 -0.23077 -0.46869
O -1.79587 -0.71438 0.38494
O 2.11023 -0.12952 -0.31682
O -0.54395 1.99622 0.16867
O -0.83087 -0.66512 -1.57795
H 1.18266 -0.91070 1.24318
```

## Properties
HOMO level: -10.1 eV
energy above the lowest of the compared OMol25 structures with the same formula, charge and spin: 4.8428 eV
frontier orbital gap: 9.0 eV
multiplicity: 1
energy: -11764.436 eV

---

Entry 8:
A 2-piece molecular cluster, C2HNO4 overall. Source: OMol25; level of theory: ωB97M-V with the def2-TZVPD basis set.

```
8
Properties=species:S:1:pos:R:3
O 1.46552 -1.16570 1.27183
C 1.08348 -0.49271 0.35689
N 0.93394 0.87060 0.28550
O -0.00047 1.51433 -0.14686
H 1.56173 -0.73610 -0.72049
O -2.44854 0.81459 -0.55634
C -1.62530 0.07667 -0.32144
O -0.97035 -0.88169 -0.16909
```

## Properties
HOMO level (spin up / spin down): -10.3 / -10.3 eV
energy above the lowest of the compared OMol25 structures with the same formula, charge and spin: 2.8116 eV
frontier orbital gap (spin up / spin down): 8.4 / 8.4 eV
multiplicity: 1
energy: -11766.467 eV
structure (SMILES): O=CN=O.O=C=O

---

Entry 9:
A 2-piece molecular cluster, C2HNO6S2 overall. Source: OMol25; level of theory: ωB97M-V with the def2-TZVPD basis set.

```
12
Properties=species:S:1:pos:R:3
C 0.81272 0.87997 -1.28033
C 0.82054 0.29988 -0.09518
N 0.89012 1.54442 -2.24343
O -4.20759 -0.69548 1.20010
O 3.06749 1.65176 0.76909
O -4.26671 -0.89312 -1.30142
O -4.39336 1.35339 -0.19028
O 3.20338 -0.34087 -0.58162
O 2.49186 -0.44301 1.83565
S -3.93068 -0.05920 -0.09913
S 2.50730 0.33141 0.56417
H 0.28495 -0.43660 0.65736
```

## Properties
charge: -2
HOMO level (spin up / spin down): -3.2 / -1.5 eV
energy above the lowest of the compared OMol25 structures with the same formula, charge and spin: 1.8097 eV
frontier orbital gap (spin up / spin down): 8.7 / 5.9 eV
multiplicity: 1
energy: -37534.041 eV

---

Entry 10:
A 2-piece molecular cluster, C2HNOS overall. Source: OMol25; level of theory: ωB97M-V with the def2-TZVPD basis set.

```
6
Properties=species:S:1:pos:R:3
O 1.15381 -0.30526 -2.07726
C 2.16127 0.16934 -1.76043
S 3.52858 0.73796 -1.35497
C 0.41255 -0.41041 0.67145
N 1.09675 0.01907 1.47395
H -0.23939 -0.78531 -0.07584
```

## Properties
HOMO level: -10.9 eV
energy above the lowest of the compared OMol25 structures with the same formula, charge and spin: 0.0000 eV
frontier orbital gap: 11.6 eV
multiplicity: 1
energy: -16462.534 eV
structure (SMILES): O=C=S.C#N

---

Entry 11:
A 2-piece molecular cluster, C2HNOS overall. Source: OMol25; level of theory: ωB97M-V with the def2-TZVPD basis set.

```
6
Properties=species:S:1:pos:R:3
C 1.01501 -1.54283 -2.30697
C 0.07876 -0.94270 -3.33825
N -0.02725 -0.77181 -2.03625
O 1.95164 -2.19546 -2.06411
S -1.52378 0.36366 0.61362
H -0.21776 0.40620 0.83745
```

## Properties
HOMO level (spin up / spin down): -10.1 / -9.7 eV
energy above the lowest of the compared OMol25 structures with the same formula, charge and spin: 5.0203 eV
frontier orbital gap (spin up / spin down): 7.9 / 7.3 eV
multiplicity: 1
energy: -16457.513 eV

---

Entry 12:
C2HNaO3 as an isolated structure. Source: OMol25; level of theory: ωB97M-V with the def2-TZVPD basis set.

```
7
Properties=species:S:1:pos:R:3
H -2.68772 0.80262 0.20986
O -1.54248 -0.89130 -0.03029
O 1.58800 1.84223 -0.09621
O 1.94722 -0.39708 0.00739
C -1.76349 0.27028 -0.11649
C 2.05121 0.76857 -0.04232
Na 0.40726 -2.39532 0.06806
```

## Properties
charge: +1
HOMO level (spin up / spin down): -13.0 / -17.0 eV
energy above the lowest of the compared OMol25 structures with the same formula, charge and spin: 0.2103 eV
frontier orbital gap (spin up / spin down): 8.5 / 12.4 eV
multiplicity: 2
energy: -12641.749 eV
⟨S²⟩: 0.753